(1)
Formula: C19H45AsN2O3SbSi2V
Source: the Open Molecules 2025 dataset
Level of theory: ωB97M-V/def2-TZVPD

Summary:
- Frontier orbital gap (spin up / spin down): 7.1845 / 7.6547 eV
- Largest force on an atom: 0.0481 Eh/bohr
- HOMO level (spin up / spin down): -7.183 / -7.509 eV
- LUMO level (spin up / spin down): 0.0001 / 0.0054 Eh
- E_tot: -5085.27461 a.u.
- Multiplicity: 3

Cartesian coordinates (Å):
V: -0.774 0.448 -0.246
N: 2.240 -1.030 -0.446
C: 2.285 0.022 -1.467
C: 0.953 0.743 -1.408
O: -0.083 0.159 -1.979
N: 0.665 1.767 -0.645
C: 1.477 2.102 0.526
C: 0.992 1.277 1.736
O: 1.599 1.297 2.768
O: -0.099 0.535 1.488
H: 2.402 -0.662 0.483
H: 2.950 -1.730 -0.613
H: 2.353 -0.440 -2.448
H: 3.115 0.721 -1.357
H: 1.344 3.149 0.778
H: 2.544 1.924 0.401
C: -2.627 -3.656 2.286
C: -2.146 -3.927 0.859
C: -0.858 -4.753 0.864
Sb: -1.919 -2.087 -0.222
C: -1.415 -2.841 -2.194
C: 0.094 -3.086 -2.283
C: -2.179 -4.080 -2.656
C: -4.042 -1.629 -0.398
C: -5.001 -2.798 -0.632
C: -4.490 -0.839 0.835
H: -2.814 -4.605 2.802
H: -3.548 -3.079 2.318
H: -1.872 -3.113 2.861
H: -2.918 -4.458 0.300
H: -0.045 -4.221 1.366
H: -0.522 -5.013 -0.140
H: -1.022 -5.691 1.408
H: -1.657 -1.993 -2.836
H: 0.390 -3.977 -1.724
H: 0.674 -2.244 -1.899
H: 0.381 -3.251 -3.329
H: -2.035 -4.927 -1.977
H: -1.808 -4.391 -3.640
H: -3.245 -3.910 -2.757
H: -4.060 -0.961 -1.253
H: -4.970 -3.519 0.190
H: -4.816 -3.334 -1.555
H: -6.029 -2.418 -0.681
H: -4.782 -1.513 1.643
H: -5.361 -0.223 0.593
H: -3.728 -0.170 1.224
C: -1.347 4.100 1.953
Si: -2.771 2.976 1.571
C: -2.903 1.766 2.974
C: -4.331 3.980 1.495
As: -2.675 1.853 -0.480
Si: -2.214 3.579 -2.003
C: -0.922 3.109 -3.250
C: -1.783 5.244 -1.318
C: -3.831 3.762 -2.900
H: -1.576 4.650 2.874
H: -1.157 4.819 1.155
H: -0.432 3.525 2.132
H: -2.632 2.271 3.910
H: -2.220 0.920 2.847
H: -3.924 1.382 3.072
H: -4.490 4.540 2.424
H: -5.186 3.316 1.332
H: -4.300 4.693 0.663
H: 0.082 3.306 -2.865
H: -1.067 3.685 -4.171
H: -0.988 2.044 -3.493
H: -0.788 5.261 -0.861
H: -2.509 5.579 -0.571
H: -1.792 5.956 -2.150
H: -4.071 2.839 -3.437
H: -3.808 4.591 -3.617
H: -4.639 3.941 -2.184

(2)
Formula: C45H39Cl2N7OSTa
Source: the Open Molecules 2025 dataset
Level of theory: ωB97M-V/def2-TZVPD

Summary:
- Frontier orbital gap: 6.8276 eV
- Charge: +1
- Largest force on an atom: 0.0180 Eh/bohr
- Energy relative to the best compared isomer or geometry (same formula, charge and spin): 0.008 eV
- HOMO level: -9.883 eV
- LUMO level: -0.1123 Eh
- E_tot: -3572.27189 a.u.
- Multiplicity: 1

Cartesian coordinates (Å):
Ta: -0.009 0.268 0.418
C: 0.666 4.204 6.105
C: 0.433 3.060 5.160
C: -0.790 2.387 5.133
C: -1.030 1.352 4.254
C: -0.045 0.921 3.355
N: -0.250 -0.100 2.423
C: -1.229 -1.075 2.753
C: -0.883 -2.226 3.446
C: -1.817 -3.222 3.669
C: -3.123 -3.102 3.197
C: -4.113 -4.217 3.387
C: -3.474 -1.945 2.515
C: -2.539 -0.942 2.310
N: -2.932 0.259 1.657
C: -4.117 0.883 1.797
C: -4.053 2.076 1.119
C: -2.760 2.117 0.598
N: -2.085 1.015 0.916
C: 1.183 1.568 3.420
C: 1.413 2.632 4.284
N: 2.247 1.110 2.609
C: 3.545 1.084 2.954
C: 4.259 0.652 1.862
C: 3.301 0.431 0.878
N: 2.072 0.711 1.330
H: 0.636 3.865 7.142
H: -0.102 4.970 5.989
H: 1.636 4.669 5.933
H: -1.577 2.692 5.813
H: -1.988 0.850 4.266
H: 0.142 -2.336 3.779
H: -1.522 -4.123 4.193
H: -4.235 -4.458 4.443
H: -3.771 -5.122 2.881
H: -5.090 -3.955 2.984
H: -4.471 -1.844 2.104
H: -4.901 0.441 2.387
H: -4.823 2.819 1.029
H: -2.284 2.885 0.014
H: 2.375 3.131 4.260
H: 3.853 1.365 3.946
H: 5.321 0.503 1.794
H: 3.437 0.040 -0.111
S: 0.037 4.670 -1.558
C: 0.812 4.804 -0.041
C: 0.862 3.608 0.614
C: 0.263 2.515 -0.093
C: -0.215 2.982 -1.291
C: -0.892 2.105 -2.231
C: -1.344 2.482 -3.491
C: -1.950 1.534 -4.298
C: -2.090 0.237 -3.831
C: -1.617 -0.062 -2.565
N: -1.036 0.845 -1.783
H: 1.188 5.761 0.285
H: 1.314 3.526 1.593
H: -1.220 3.503 -3.827
H: -2.308 1.807 -5.282
H: -2.557 -0.534 -4.427
H: -1.701 -1.052 -2.141
C: 3.177 -1.304 -7.386
C: 2.831 -0.812 -6.013
C: 2.946 0.536 -5.686
C: 2.633 1.004 -4.422
C: 2.778 2.477 -4.138
C: 2.193 0.076 -3.446
C: 1.819 0.604 -2.168
O: 1.501 -0.076 -1.180
C: 2.068 -1.301 -3.762
C: 1.583 -2.318 -2.772
C: 2.387 -1.709 -5.042
H: 3.454 -0.487 -8.048
H: 2.333 -1.836 -7.826
H: 4.011 -2.006 -7.337
H: 3.288 1.233 -6.440
H: 3.138 2.990 -5.028
H: 3.489 2.672 -3.334
H: 1.827 2.933 -3.855
H: 1.814 1.693 -2.059
H: 0.606 -2.047 -2.369
H: 2.252 -2.393 -1.914
H: 1.511 -3.295 -3.245
H: 2.289 -2.758 -5.297
Cl: -3.336 -2.610 -0.792
C: -1.925 -3.463 -0.230
C: -2.005 -4.834 -0.074
C: -0.901 -5.540 0.378
C: 0.272 -4.862 0.678
C: 0.324 -3.491 0.532
Cl: 1.787 -2.659 0.973
C: -0.765 -2.725 0.067
N: -0.692 -1.370 -0.015
H: -2.931 -5.339 -0.312
H: -0.953 -6.614 0.495
H: 1.142 -5.393 1.038